The following is a DFT calculation (ωB97M-V with the def2-TZVPD basis set) of a structure of composition C45H55CoN6O3SSb2.

Each line ends with the Löwdin spin population.
Cartesian coordinates (Å):
Co  -1.67810  0.91313  0.42613  0.9583
C  3.38317  -0.41328  -1.51724  0.0688
Sb  1.68302  0.87490  -1.50171  0.3887
C  2.68654  2.65457  -0.84851  0.0890
C  1.52119  1.20925  -3.65107  0.0899
C  1.72537  2.65283  -3.99964  0.0050
C  3.01081  3.10286  -4.30674  0.0128
C  3.27095  4.43819  -4.56729  -0.0001
C  2.22898  5.35493  -4.52003  0.0167
C  0.94234  4.91636  -4.24332  -0.0007
C  0.66141  3.57330  -3.99079  0.0136
C  -0.76677  3.15146  -3.76399  0.0260
Sb  -1.36443  2.80283  -1.69780  0.0445
C  -0.97147  4.78472  -1.03104  0.0012
C  -3.40931  3.15975  -2.21632  0.0112
H  4.18127  0.13545  -2.02326  0.0119
H  3.13822  -1.32200  -2.06621  -0.0001
H  3.69308  -0.66844  -0.50297  -0.0002
H  3.53378  2.83717  -1.51132  0.0120
H  3.02936  2.49845  0.17630  -0.0002
H  2.00899  3.50852  -0.87918  0.0001
H  0.55283  0.80681  -3.93712  0.0001
H  2.30929  0.57053  -4.05310  0.0080
H  3.82204  2.38122  -4.34135  0.0006
H  4.27544  4.76067  -4.81207  -0.0004
H  2.41297  6.40377  -4.71839  0.0009
H  0.12563  5.63172  -4.23224  -0.0003
H  -1.02173  2.24553  -4.31949  0.0010
H  -1.45280  3.93889  -4.07095  0.0013
H  -1.46642  5.46424  -1.72539  0.0002
H  0.09852  4.98906  -1.02137  0.0002
H  -1.37144  4.91916  -0.02660  -0.0001
H  -3.44038  3.99361  -2.91732  0.0008
H  -3.99543  3.40686  -1.33159  0.0003
H  -3.83234  2.27142  -2.68589  0.0002
C  1.00162  4.80934  3.65631  0.0507
C  -0.30558  4.74386  4.12426  -0.0052
C  -1.26149  3.99809  3.45289  0.0454
C  -0.91482  3.29360  2.29766  0.0101
C  0.39511  3.36125  1.82917  0.0433
C  1.34369  4.11676  2.50342  -0.0055
N  -1.86617  2.53144  1.57780  0.3624
N  -3.11414  2.93497  1.78836  0.1909
C  -4.00053  2.18549  1.10234  0.0529
C  -5.38775  2.44930  1.19960  0.0343
C  -6.27262  1.68832  0.49405  0.0283
C  -5.80138  0.63917  -0.32452  0.0604
C  -4.45327  0.43101  -0.38677  0.0102
N  -3.55840  1.18107  0.29247  0.0734
H  1.74514  5.39111  4.18664  0.0030
H  -0.58604  5.28410  5.02033  -0.0013
H  -2.27972  3.94531  3.81131  0.0032
H  0.66195  2.82473  0.93238  0.0018
H  2.35524  4.17675  2.11578  -0.0015
H  -5.70228  3.26143  1.84083  0.0003
H  -7.33603  1.88718  0.56140  0.0002
H  -6.47599  0.01656  -0.89446  0.0034
H  -4.03303  -0.35911  -0.99818  -0.0003
C  5.48499  -5.98747  0.89778  0.0000
O  5.75615  -5.61364  2.24219  0.0004
C  4.73750  -5.10291  2.96985  0.0008
C  5.06007  -4.64872  4.24455  -0.0001
C  4.07831  -4.10057  5.04518  0.0007
C  2.77745  -3.94953  4.57297  0.0001
C  2.44389  -4.47018  3.32985  0.0008
C  3.41347  -5.05821  2.52997  -0.0001
N  1.84455  -3.36584  5.51361  0.0043
N  0.91675  -2.61354  5.17366  0.0005
C  0.82846  -1.93574  3.91254  0.0098
C  1.88057  -1.25219  3.34482  -0.0037
C  1.70022  -0.39721  2.25104  0.0115
C  0.45061  -0.21908  1.68791  0.0011
O  0.19857  0.58967  0.67644  0.1325
C  -0.64853  -0.92470  2.26161  0.0048
N  -1.87084  -0.70800  1.67803  0.0027
C  -2.92516  -1.28851  2.19638  0.0103
C  -2.85207  -2.12151  3.32853  -0.0020
C  -1.64228  -2.34843  3.92042  0.0086
C  -0.47968  -1.74940  3.38208  -0.0007
H  6.44200  -6.23615  0.45162  0.0000
H  5.02885  -5.15983  0.34934  0.0000
H  4.83102  -6.86074  0.85422  0.0000
H  6.07990  -4.75727  4.59278  0.0000
H  4.30499  -3.76289  6.05040  0.0000
H  1.41100  -4.47131  3.00477  0.0001
H  3.13199  -5.49918  1.58400  0.0000
H  2.86655  -1.35933  3.78055  -0.0004
H  2.54008  0.15242  1.83821  0.0013
H  -3.87673  -1.09395  1.71276  0.0004
H  -3.75961  -2.55763  3.72309  -0.0003
H  -1.55732  -2.96405  4.80743  0.0006
C  -4.28137  -3.30632  -4.03821  0.0004
C  -3.64423  -2.43182  -2.96198  0.0009
C  -2.12854  -2.36756  -3.12333  0.0071
S  -1.33426  -1.57493  -1.71800  0.0184
O  -0.00360  -1.06269  -2.22190  0.0646
C  -1.01120  -3.06983  -0.74558  0.0002
C  0.29673  -3.75511  -1.13986  0.0003
C  1.48679  -3.21881  -0.35309  0.0005
H  -5.36924  -3.28891  -3.96475  0.0001
H  -3.95526  -4.34407  -3.94275  0.0000
H  -4.00736  -2.95935  -5.03705  0.0000
H  -3.89708  -2.83041  -1.97277  0.0000
H  -4.05547  -1.42110  -3.01170  0.0000
H  -1.82188  -1.75351  -3.97164  0.0002
H  -1.68830  -3.36112  -3.23959  0.0005
H  -1.88876  -3.70302  -0.89941  0.0001
H  -0.99999  -2.76172  0.30163  0.0000
H  0.47597  -3.62997  -2.21111  0.0001
H  0.18395  -4.82526  -0.96118  0.0000
H  1.60218  -2.14868  -0.51552  0.0009
H  2.41454  -3.71244  -0.65444  0.0000
H  1.35260  -3.37792  0.71953  0.0000

- Spin multiplicity: 4
- HOMO (alpha / beta): -0.317 / -0.353 Eh
- Total charge: +1



The following is a DFT calculation (ωB97M-V with the def2-TZVPD basis set) of a structure of composition C45H55I2N2NaO5P.

Each line ends with the Mulliken charge.
Cartesian coordinates (Å):
Na  0.50358  -0.08486  -0.78336  1.6766
I  -3.28292  7.05821  -0.31105  -0.0485
C  -2.37148  5.17197  -0.61591  -0.4689
C  -2.33368  4.64509  -1.89508  -0.4431
C  -1.74091  3.41587  -2.06822  -0.2076
I  -1.60096  2.57613  -3.99809  0.0015
C  -1.15458  2.62920  -1.02834  -0.2771
O  -0.58875  1.52057  -1.27586  -0.1396
C  -1.24737  3.23364  0.27437  0.0581
C  -0.71005  2.48864  1.46185  -0.5196
N  -1.41950  1.21419  1.62347  0.2505
C  -1.64074  0.79555  2.98260  -1.1347
C  -1.71887  -0.71466  3.16047  0.4986
C  -2.08992  -1.25773  4.39282  -0.9039
C  -2.04069  -2.62986  4.56321  -0.4806
C  -1.64978  -3.42587  3.49662  -0.9933
C  -1.34703  -2.79926  2.29734  -0.1258
N  -1.37760  -1.48261  2.13682  0.4140
C  -1.82770  4.47586  0.45169  -0.4895
H  -2.73636  5.19539  -2.73378  0.3814
H  -0.83046  3.11455  2.35735  0.5427
H  0.36003  2.29100  1.32352  -0.2172
H  -2.26185  1.19341  1.06668  0.0912
H  -2.54976  1.22243  3.44254  0.3500
H  -0.78944  1.14844  3.57717  0.3704
H  -2.39434  -0.61138  5.20727  0.4654
H  -2.29019  -3.07317  5.51938  0.3888
H  -1.57307  -4.50025  3.60071  0.4687
H  -1.04215  -3.35793  1.41826  0.4984
H  -1.87262  4.89544  1.44981  0.3668
O  1.82944  0.01453  1.04205  -0.1985
C  3.22658  0.02448  0.73058  2.2912
C  3.24698  0.00501  -0.87933  -0.1060
O  4.14766  0.63423  -1.43325  -0.7677
O  2.33534  -0.71175  -1.34710  -1.0265
C  3.84394  1.26843  1.32910  0.0473
C  4.58575  1.22209  2.50550  -0.2884
C  5.04332  2.38813  3.10464  -0.8324
C  4.76639  3.61764  2.52930  -0.4110
C  4.03124  3.67460  1.35232  -0.9406
C  3.56855  2.51109  0.76124  -0.4656
C  3.94280  -1.25975  1.06805  -0.5447
C  3.27886  -2.35992  1.59430  -0.3580
C  3.92474  -3.57826  1.75050  -0.8739
C  5.25041  -3.71885  1.37493  -0.3545
C  5.92717  -2.62280  0.85307  -0.9090
C  5.28479  -1.40632  0.70825  -0.0261
H  1.73552  -0.03780  1.99976  0.2147
H  4.80395  0.26415  2.96268  0.3983
H  5.61472  2.33574  4.02362  0.3922
H  5.11903  4.52933  2.99568  0.3867
H  3.82252  4.63180  0.89093  0.3998
H  3.00004  2.55406  -0.15793  0.4924
H  2.23713  -2.27363  1.85847  0.4489
H  3.38624  -4.42619  2.15855  0.4169
H  5.74967  -4.67474  1.47482  0.3926
H  6.95868  -2.72807  0.53965  0.3779
H  5.79764  -0.56182  0.26529  0.5097
O  -0.82723  -1.53806  -1.22799  -0.7076
P  -1.15641  -2.34904  -2.42564  0.0659
C  -2.62778  -1.61047  -3.29593  0.6283
C  -3.57035  -2.51389  -4.09583  -1.5659
C  -4.55110  -3.27478  -3.20744  0.1273
C  -5.32724  -2.31106  -2.31087  -1.3786
C  -4.36925  -1.47652  -1.46024  0.0586
C  -3.40569  -0.69406  -2.34625  -0.8903
C  -1.23547  -4.11746  -1.83711  0.8783
C  -1.46962  -5.26710  -2.83150  -0.6542
C  -1.97891  -6.53082  -2.11909  -0.9209
C  -1.31843  -6.67180  -0.75105  -0.9516
C  -1.76505  -5.53046  0.17942  -0.5001
C  -2.13870  -4.26570  -0.60914  -0.1961
C  0.20932  -2.33878  -3.66070  0.0332
C  -0.05474  -3.09038  -4.98611  -0.9650
C  -0.35175  -2.12429  -6.13334  -0.6520
C  0.86017  -1.22248  -6.41540  -0.8818
C  1.61983  -0.89536  -5.11858  -1.2623
C  0.67039  -0.89539  -3.92540  1.2368
H  -2.11321  -0.95064  -4.00353  0.3544
H  -3.00257  -3.21240  -4.71642  0.3416
H  -4.14500  -1.87497  -4.77548  0.6312
H  -4.00463  -3.98456  -2.58499  -0.3734
H  -5.23925  -3.85204  -3.83167  0.4236
H  -6.01401  -2.87015  -1.66910  0.4786
H  -5.92398  -1.64212  -2.93987  0.4346
H  -3.79287  -2.12832  -0.79859  -0.2118
H  -4.93460  -0.78486  -0.83130  0.4953
H  -2.69353  -0.14135  -1.73208  -0.3657
H  -3.96645  0.02809  -2.94744  0.6604
H  -0.20378  -4.17741  -1.46135  0.5397
H  -0.53024  -5.49990  -3.33792  0.4660
H  -2.19397  -4.98460  -3.59841  -0.0343
H  -1.76788  -7.40556  -2.73808  0.5249
H  -3.06399  -6.48316  -1.98842  0.2554
H  -0.23326  -6.64486  -0.88478  0.3727
H  -1.56543  -7.63730  -0.30497  0.5268
H  -0.96055  -5.29788  0.87700  0.1957
H  -2.62786  -5.84612  0.77124  0.4078
H  -2.02989  -3.38310  0.02279  -0.7989
H  -3.18471  -4.33151  -0.90904  0.3306
H  1.02760  -2.83002  -3.11927  0.6429
H  -0.88118  -3.79482  -4.88042  0.1452
H  0.82980  -3.67496  -5.25479  0.4874
H  -1.21601  -1.50878  -5.87451  0.0652
H  -0.61664  -2.68692  -7.03222  0.5343
H  0.51382  -0.29811  -6.88364  0.3292
H  1.53266  -1.71653  -7.12222  0.3553
H  2.12093  0.06903  -5.20272  0.4619
H  2.39573  -1.64433  -4.93716  0.3843
H  -0.17211  -0.22732  -4.12700  -0.2042
H  1.19571  -0.52507  -3.04723  -0.3984

- Energy above the lowest of the compared OMol25 structures with the same formula, charge and spin: 1.346 eV
- HOMO: -0.164 Eh
- Total charge: -1



Q: Which max |F| values were calculated for the entries above? A: 0.0170 0.0265, in Eh/bohr.
Q: Which electronic energy values were calculated for the entries above? A: -124169.2672 -90688.2652, in eV.